Below is a molecular structure, C7H13NO, with properties calculated with ωB97M-V/def2-TZVPD.

```
22
Properties=species:S:1:pos:R:3:forces:R:3
C -1.187 -1.584 -1.273 0.5 0.1 -0.6
C 2.320 -0.266 -1.508 0.3 -0.2 -0.3
C -1.578 1.144 0.082 0.1 -0.1 0.0
C 1.406 0.070 -0.429 -1.1 -0.4 -0.4
C 0.879 0.681 0.580 -0.4 -0.5 0.5
C -0.630 0.133 0.714 0.3 0.6 0.7
N 1.278 1.570 1.544 0.1 0.0 -0.2
C -1.009 -0.431 1.923 0.2 0.1 -0.4
O -0.192 -0.931 -0.494 0.3 0.4 0.6
H 0.753 1.412 2.404 0.0 0.0 -0.1
H 2.274 1.670 1.675 -0.1 0.0 0.0
H -0.709 -2.459 -1.718 -0.2 0.0 -0.1
H -1.578 -0.926 -2.057 0.0 -0.1 0.0
H -2.020 -1.910 -0.648 0.2 0.1 0.2
H 3.311 0.157 -1.303 -0.2 0.1 0.1
H 2.464 -1.346 -1.607 -0.1 0.1 0.1
H 1.991 0.130 -2.474 0.0 0.0 0.1
H -2.567 0.709 -0.064 0.0 0.0 0.0
H -1.204 1.488 -0.883 0.0 0.0 0.0
H -1.674 2.013 0.735 0.0 0.0 0.0
H -1.927 -0.133 2.411 -0.1 -0.1 -0.2
H -0.398 -1.190 2.392 0.1 0.1 0.1
```
Forces are in eV/Å.

The frontier orbital gap (alpha / beta) comes out at 7.2 / 7.2 eV. The energy above the lowest of the compared OMol25 structures with the same formula, charge and spin is 134.3 kcal per mole. The value obtained for the total energy is -404.3134 hartree.